91
Properties=species:S:1:pos:R:3:forces:R:3:lowdin_charge:R:1 method="wB97M-V/def2-TZVPD" gap_ev=8.7 homo_energy_ev=-6.39 total_charge=-1 fmax_ev_per_a=17.4 e_above_lowest_kcal_mol=229.9
C -0.609 0.150 0.916 -5.670 0.864 -0.287 -0.7480
O -1.842 0.406 1.245 2.633 0.004 0.551 -0.0562
O 0.368 0.681 1.596 6.303 -5.202 -9.467 0.1978
O -0.347 -0.445 -0.107 1.512 -1.441 -1.722 -0.0004
H 0.111 1.043 2.276 -4.440 6.111 11.160 -0.0304
C 2.241 -2.269 5.540 -1.001 2.807 2.355 -0.0902
C 1.599 -1.927 4.268 -3.779 -1.560 -1.310 -0.4178
C 0.809 -3.205 3.621 3.690 0.652 -2.000 -0.2276
O -0.335 -3.440 4.320 -1.515 -1.753 0.032 -0.2230
C -0.945 -4.668 3.862 -5.518 3.624 2.047 -0.0723
N 0.475 -0.996 4.414 0.632 1.381 0.596 0.0442
H 1.562 -2.941 6.124 0.573 1.303 0.399 0.1025
H 2.857 -1.344 5.994 -2.603 -1.316 -0.064 0.1347
H 3.103 -2.759 5.453 3.266 -3.079 -1.325 0.0038
H 2.267 -1.548 3.585 1.641 0.664 -1.780 0.1023
H 1.519 -4.189 3.709 -1.459 2.066 -0.869 0.1596
H 0.526 -2.793 2.529 0.903 -1.583 1.859 0.1613
H -1.721 -4.958 4.694 1.429 0.491 -1.746 0.1321
H -0.297 -5.373 3.729 4.384 -4.290 -0.010 -0.0038
H -1.438 -4.683 2.860 -0.045 1.113 0.643 0.0986
H -0.156 -1.627 4.857 -1.487 0.611 0.331 0.0420
H 0.037 -0.570 3.570 0.818 -1.207 0.811 0.0744
C -4.183 3.416 0.797 0.500 -2.168 -0.840 -0.0476
C -2.793 3.978 0.701 0.978 -0.202 0.040 -0.4318
C -2.613 5.503 0.806 2.681 -1.225 -0.614 -0.2200
O -3.234 6.091 -0.276 -0.182 -1.714 -1.634 -0.2217
C -3.041 7.435 -0.307 -1.575 1.605 -2.482 -0.1674
N -1.940 3.367 1.706 -0.497 -2.556 1.268 0.0305
H -4.511 3.066 1.735 -0.446 0.693 1.676 0.0684
H -4.378 2.464 0.264 1.407 -0.200 -0.115 0.0801
H -4.871 3.912 0.214 -1.794 2.250 -0.516 0.0456
H -2.394 3.662 -0.257 -0.119 0.527 -0.724 0.1256
H -1.403 5.574 0.657 -2.549 0.431 0.776 0.1685
H -2.963 5.996 1.728 0.329 -0.462 0.148 0.1245
H -2.006 7.694 -0.258 0.941 0.330 0.937 0.0537
H -3.708 7.726 0.552 0.787 1.534 -1.035 0.1025
H -3.240 7.863 -1.470 -0.455 -1.014 3.301 0.1460
H -2.108 2.336 1.628 -0.924 0.687 0.643 0.0527
H -0.976 3.189 1.490 0.935 1.548 -0.856 0.0433
C 2.908 3.224 0.574 -0.667 0.168 -2.580 -0.0490
C 2.609 2.587 -0.798 2.885 3.332 -1.989 -0.3724
C 3.547 1.379 -1.058 -1.824 3.932 1.670 -0.2914
O 4.850 1.629 -0.916 4.226 -0.693 0.509 -0.1779
C 5.761 0.589 -1.416 1.843 0.490 -0.725 -0.0952
N 1.212 2.382 -0.996 0.645 1.915 5.654 0.0965
H 2.148 3.887 0.823 -1.708 1.463 0.046 0.0514
H 3.782 3.807 0.620 1.470 0.167 -0.054 0.0631
H 2.825 2.534 1.308 0.371 -2.524 2.514 0.0391
H 3.027 3.484 -1.569 -1.357 -2.253 1.503 0.1818
H 3.478 1.065 -1.968 -1.571 -1.867 -5.986 0.0544
H 3.123 0.700 -0.475 -1.251 -3.740 3.236 0.0885
H 5.338 -0.324 -2.240 0.912 3.125 2.490 0.1524
H 6.319 0.091 -0.537 -1.386 0.342 -1.199 0.0760
H 6.656 1.268 -1.871 -2.160 -1.934 0.393 0.1070
H 0.743 1.779 -0.315 0.834 0.498 0.542 0.0607
H 0.892 1.982 -1.746 -1.238 -2.418 -6.159 -0.0085
C -0.231 -2.280 -4.218 -2.127 -3.292 0.684 -0.0561
C 0.998 -2.165 -3.288 -2.109 3.878 -5.839 -0.3714
C 2.294 -2.281 -4.082 -13.084 -4.627 -10.535 -0.1642
O 2.369 -3.590 -4.646 0.345 1.467 0.471 -0.1660
C 3.596 -3.728 -5.388 -3.016 -0.573 0.261 -0.0775
N 0.904 -0.886 -2.617 3.777 0.860 -3.616 0.1080
H -0.373 -3.183 -4.884 0.990 0.404 0.904 0.0906
H -0.410 -1.532 -4.885 0.810 2.808 -1.934 0.0237
H -1.278 -2.249 -3.795 1.329 -0.198 0.881 0.0752
H 0.999 -2.812 -2.587 -0.137 -5.405 4.507 0.0637
H 2.915 -1.888 -3.629 12.046 5.421 8.228 -0.0144
H 2.201 -1.610 -5.037 -0.058 -0.509 1.561 0.1710
H 4.053 -2.863 -5.772 -0.382 1.743 -1.321 0.0635
H 3.257 -4.448 -6.133 1.407 -0.386 0.072 0.1044
H 4.201 -3.870 -4.577 2.756 -2.202 1.356 0.0591
H 1.758 -0.951 -2.108 1.422 1.054 0.574 0.0633
H 0.366 -0.924 -1.860 -3.855 -0.311 3.460 -0.0261
C -2.979 0.942 -2.044 0.554 1.811 0.479 -0.1672
O -3.106 -0.130 -1.166 -3.763 -0.649 -2.977 -0.0876
H -3.856 1.672 -2.101 0.928 -1.061 0.371 0.0945
H -2.735 0.620 -3.020 -0.250 -0.672 -1.441 0.0476
H -2.048 1.500 -1.799 -0.651 0.221 0.199 0.0834
H -2.443 -0.053 -0.565 2.959 0.250 3.270 -0.0414
C -1.640 -3.449 -1.374 -0.127 -2.759 3.920 -0.1781
O -0.729 -3.137 -0.305 -0.072 4.226 -0.023 -0.2318
H -2.304 -2.641 -1.531 0.452 1.656 -2.300 0.0419
H -2.512 -3.907 -0.763 1.195 -1.260 -1.254 0.0780
H -0.966 -4.149 -1.962 -2.132 1.084 -0.572 0.1079
H -0.793 -2.065 -0.257 0.778 -3.134 0.318 0.0818
C -3.323 -2.309 1.695 -1.234 -1.212 -0.697 -0.1653
O -3.829 -1.087 2.108 -4.870 -6.983 5.072 -0.0505
H -2.264 -2.478 1.691 0.961 0.532 0.549 0.0418
H -3.570 -2.472 0.608 -0.319 -0.327 0.913 0.0810
H -3.769 -3.070 2.398 0.287 0.456 -1.103 0.0951
H -3.438 -0.449 1.727 4.889 7.361 -4.481 -0.0907

=====

99
Properties=species:S:1:pos:R:3:forces:R:3:lowdin_charge:R:1 method="wB97M-V/def2-TZVPD" gap_ev=4.3 homo_energy_ev=-7.36 fmax_ev_per_a=5.5 e_above_lowest_kcal_mol=151.2
Cd 1.360 -1.388 1.788 -0.370 0.477 -0.542 0.6278
O 0.584 1.631 0.108 -3.050 -0.237 -3.434 -0.2104
C -0.260 1.697 -1.037 4.180 1.625 3.223 -0.2574
C -1.450 0.526 -1.232 -0.250 -4.574 2.457 -0.2510
O -1.074 -0.747 -0.726 -1.221 4.504 -2.113 -0.2019
H 0.383 1.770 -1.914 0.172 -1.461 -0.507 0.0974
H -0.746 2.671 -1.095 -1.084 -0.123 0.672 0.0901
H -1.962 0.561 -2.194 1.302 -0.295 -1.056 0.0902
H -2.239 1.012 -0.656 0.343 0.061 1.292 0.0949
C 7.094 -2.790 4.527 0.513 0.849 0.393 -0.2788
S 5.942 -1.784 5.513 -1.907 -1.642 -1.373 0.8321
O 4.663 -1.679 4.674 1.739 0.195 1.208 -0.6023
C 5.582 -3.125 6.717 -0.460 0.840 0.516 -0.2695
H 6.649 -3.695 4.114 -0.135 0.225 0.105 0.0636
H 7.927 -2.996 5.199 0.024 -0.339 0.045 0.0426
H 7.509 -2.126 3.769 -0.274 -0.170 -0.263 0.0420
H 4.894 -2.658 7.422 -0.051 0.064 0.058 0.0384
H 6.449 -3.433 7.302 0.149 -0.052 -0.325 0.0486
H 5.025 -3.952 6.276 0.370 0.056 -0.398 0.0593
C 2.839 6.989 3.244 0.013 0.029 0.078 -0.2729
S 3.761 7.152 4.831 -1.762 -0.855 1.052 0.8432
O 2.761 7.534 5.925 1.348 -0.462 -1.570 -0.5897
C 4.061 5.308 5.047 -0.256 0.241 -0.043 -0.2526
H 3.395 6.271 2.641 -0.009 0.123 -0.135 0.0415
H 2.738 7.942 2.724 0.473 0.102 0.183 0.0409
H 1.812 6.646 3.370 0.158 -0.308 0.525 0.0569
H 3.231 4.681 4.722 -0.325 0.412 -0.082 0.0491
H 4.183 5.125 6.115 0.171 0.312 -0.038 0.0433
H 4.933 4.951 4.500 0.183 0.394 0.026 0.0406
C -5.122 -4.884 -4.418 -0.541 -0.430 -1.115 -0.2663
S -4.519 -3.902 -5.863 0.267 0.416 -1.384 0.8218
O -4.526 -4.727 -7.165 -0.650 1.031 2.440 -0.5818
C -5.873 -2.591 -6.002 -0.262 -1.400 0.201 -0.2373
H -4.511 -5.786 -4.465 0.254 0.175 0.230 0.0410
H -6.142 -5.235 -4.573 -0.154 0.220 -0.086 0.0451
H -5.047 -4.374 -3.457 0.281 0.205 -0.283 0.0512
H -6.816 -3.127 -5.897 -0.097 -0.032 -0.119 0.0358
H -5.853 -2.147 -6.998 0.416 -0.085 0.137 0.0472
H -5.852 -1.839 -5.213 0.504 -0.090 -0.027 0.0429
C -1.341 1.990 -7.432 0.038 0.212 0.447 -0.2702
S -2.563 3.232 -8.050 -2.840 -2.088 0.893 0.8504
O -3.754 2.377 -8.527 1.809 1.247 0.010 -0.6100
C -3.251 3.858 -6.399 1.729 -0.765 -0.628 -0.2330
H -0.871 1.478 -8.272 -0.046 0.480 -0.235 0.0454
H -1.754 1.184 -6.825 -0.697 0.289 -0.008 0.0527
H -0.593 2.477 -6.808 0.166 0.196 -0.237 0.0407
H -2.339 4.147 -5.877 -0.232 0.581 0.304 0.0300
H -3.661 3.002 -5.861 -0.205 -0.012 -0.352 0.0473
H -3.974 4.661 -6.542 0.273 -0.148 -0.179 0.0469
C 9.654 2.678 0.792 -0.344 0.160 -0.154 -0.2646
S 8.755 4.218 0.341 1.690 0.422 -1.142 0.8288
O 9.650 4.851 -0.741 -1.862 -0.989 1.252 -0.5890
C 7.290 3.346 -0.388 1.604 -0.305 -0.294 -0.2565
H 10.734 2.821 0.759 -0.178 0.583 0.122 0.0523
H 9.447 1.910 0.047 -0.256 -0.111 0.189 0.0443
H 9.342 2.416 1.803 -0.013 -0.307 -0.123 0.0436
H 6.529 4.046 -0.730 0.065 -0.209 0.304 0.0491
H 7.003 2.556 0.307 -0.507 0.488 0.318 0.0490
H 7.740 2.781 -1.204 -0.221 0.257 -0.470 0.0428
C 4.926 -2.059 -4.033 0.171 0.094 1.163 -0.2724
S 4.405 -3.340 -2.818 -0.406 1.147 0.971 0.8291
O 3.902 -2.580 -1.557 0.551 -1.464 -2.826 -0.5978
C 2.984 -3.858 -3.878 -1.039 0.522 0.830 -0.2734
H 5.793 -1.546 -3.616 0.226 -0.326 -0.028 0.0415
H 4.154 -1.289 -4.029 -0.279 -0.278 -0.449 0.0523
H 5.168 -2.524 -4.989 -0.229 0.156 0.030 0.0525
H 2.333 -4.526 -3.315 0.213 0.015 0.295 0.0442
H 3.116 -4.333 -4.851 0.928 0.139 0.125 0.0548
H 2.424 -2.934 -4.023 -0.137 0.005 -0.078 0.0441
C -5.219 -0.566 4.326 0.093 0.796 -1.029 -0.2785
S -3.721 0.094 5.132 1.347 1.016 -0.870 0.8249
O -2.488 -0.257 4.317 -1.662 0.192 0.683 -0.5871
C -4.001 1.938 4.829 -0.996 -0.888 -0.047 -0.2398
H -5.508 0.003 3.442 0.255 0.450 -0.035 0.0412
H -6.073 -0.495 5.000 0.232 -0.558 0.210 0.0480
H -4.970 -1.531 3.886 -0.092 -0.304 0.796 0.0513
H -3.120 2.497 5.145 -0.107 -0.256 -0.061 0.0473
H -4.901 2.254 5.355 0.190 -0.093 0.729 0.0382
H -4.316 2.157 3.809 0.755 -0.362 -0.369 0.0430
C -11.054 3.252 -1.739 0.358 0.289 1.340 -0.2659
S -9.627 4.376 -1.849 0.972 1.180 0.226 0.8099
O -9.891 5.673 -1.117 -0.387 -1.254 -0.635 -0.5704
C -8.432 3.522 -0.750 -0.312 -0.793 -0.157 -0.2634
H -11.903 3.566 -2.347 0.393 0.132 -0.136 0.0522
H -11.309 3.350 -0.684 -0.425 -0.275 0.063 0.0480
H -10.739 2.228 -1.940 -0.007 0.119 -0.200 0.0483
H -7.433 3.924 -0.916 -0.251 0.260 -0.138 0.0451
H -8.396 2.456 -0.978 -0.014 -0.065 -0.257 0.0402
H -8.679 3.593 0.309 -0.328 0.408 -0.107 0.0559
C 1.331 -8.103 4.582 -0.027 -1.051 -0.171 -0.2871
S 0.284 -6.709 4.072 0.461 1.082 -1.156 0.8239
O 1.191 -5.657 3.411 -1.221 -1.822 1.048 -0.5935
C -0.541 -7.550 2.635 0.118 -0.049 0.663 -0.2516
H 0.820 -9.056 4.720 -0.941 0.207 -0.142 0.0473
H 1.772 -7.976 5.571 0.329 0.731 -0.335 0.0465
H 2.034 -8.370 3.794 0.414 0.630 0.102 0.0550
H 0.320 -7.793 2.014 -0.432 -0.016 -0.423 0.0480
H -1.309 -6.926 2.178 0.714 0.692 -0.101 0.0467
H -1.155 -8.415 2.889 0.591 -0.385 0.508 0.0458